{
  "formula": "H2Se",
  "method": "ωB97M-V/def2-TZVPD",
  "energy_ha": -2402.47634,
  "e_lumo_ev": [-2.532, -2.526],
  "multiplicity": 1,
  "homo_ev": [-9.48, -9.49],
  "gap_ev": [6.95, 6.96],
  "elements": ["Se", "H", "H"],
  "positions_angstrom": [[0.38, -0.94, 0.46], [0.46, 1.52, -0.06], [-0.84, -0.58, -0.40]]
}